This record from the Open Molecules 2025 dataset describes a structure of composition C38H27BrN2O3PPbS in a non-equilibrium geometry. The level of theory is ωB97M-V/def2-TZVPD.

Cartesian coordinates (Å):
Pb (-0.896, -0.977, 1.671)
O (-3.032, 0.539, 1.313)
C (-2.521, 1.643, 1.218)
C (-2.383, 2.332, -0.064)
C (-2.816, 3.633, -0.148)
C (-2.833, 4.295, -1.396)
C (-2.186, 3.783, -2.495)
C (-1.719, 2.470, -2.360)
C (-1.729, 1.735, -1.182)
P (-1.019, 0.077, -1.264)
C (0.360, 0.357, -2.457)
C (0.439, -0.326, -3.630)
C (1.413, -0.081, -4.577)
C (2.400, 0.858, -4.385)
C (2.425, 1.537, -3.157)
C (1.401, 1.328, -2.201)
C (-2.312, -0.900, -2.124)
C (-2.429, -2.237, -1.914)
C (-3.499, -2.962, -2.363)
C (-4.367, -2.340, -3.203)
C (-4.195, -0.970, -3.579)
C (-3.167, -0.260, -2.985)
H (-3.360, 4.069, 0.721)
H (-3.365, 5.221, -1.396)
H (-2.207, 4.310, -3.436)
H (-1.449, 2.010, -3.309)
H (-0.297, -1.126, -3.841)
H (1.346, -0.610, -5.488)
H (3.201, 0.926, -5.125)
H (3.179, 2.222, -2.813)
H (1.488, 1.887, -1.230)
H (-1.639, -2.735, -1.332)
H (-3.627, -3.980, -2.106)
H (-5.163, -2.869, -3.688)
H (-4.759, -0.595, -4.380)
H (-3.112, 0.789, -3.312)
O (-1.976, 4.481, 2.605)
C (-1.450, 3.400, 2.663)
O (-2.237, 2.249, 2.368)
C (-0.203, 2.993, 3.364)
C (0.179, 3.686, 4.551)
C (1.372, 3.497, 5.184)
C (2.256, 2.549, 4.702)
C (1.907, 1.847, 3.542)
C (0.690, 2.030, 2.856)
S (0.592, 1.128, 1.352)
H (-0.570, 4.372, 4.976)
H (1.463, 4.001, 6.091)
H (3.172, 2.315, 5.158)
H (2.614, 1.106, 3.214)
Br (2.274, -3.984, -4.917)
C (1.934, -3.361, -3.129)
C (2.769, -2.407, -2.565)
C (2.546, -2.038, -1.259)
C (1.495, -2.632, -0.525)
C (0.780, -3.671, -1.054)
C (0.964, -3.996, -2.392)
N (1.216, -2.317, 0.834)
C (2.109, -2.542, 1.690)
C (1.928, -2.251, 3.121)
C (2.859, -2.695, 4.050)
C (2.578, -2.558, 5.417)
C (1.497, -1.830, 5.800)
C (0.643, -1.302, 4.791)
N (0.831, -1.522, 3.518)
H (3.557, -1.924, -3.166)
H (3.169, -1.311, -0.771)
H (0.005, -4.178, -0.471)
H (0.275, -4.720, -2.756)
H (3.100, -2.959, 1.461)
H (3.788, -3.164, 3.747)
H (3.257, -2.940, 6.147)
H (1.275, -1.625, 6.773)
H (-0.226, -0.783, 5.047)

**Kohn-Sham gap**: 0.2688 Ha
**Total charge**: +1
**E_HOMO**: -10.8 eV
**LUMO level**: -3.5 eV
**ΔE to the lowest compared entry with this formula, charge and spin**: 0.4 kcal per mole

This record from the Open Molecules 2025 dataset describes a cluster of 13 separate species, H26O13 in total. The level of theory is ωB97M-V/def2-TZVPD.

Cartesian coordinates (Å):
O (-3.342, -2.235, -0.622)
H (-2.878, -3.039, -0.883)
H (-2.664, -1.700, -0.181)
O (2.921, -1.808, 0.241)
H (2.184, -2.415, 0.433)
H (2.517, -0.934, 0.242)
O (2.633, 2.612, 0.168)
H (3.007, 2.239, 0.976)
H (2.915, 3.535, 0.175)
O (0.693, -3.462, 0.864)
H (0.087, -4.206, 0.911)
H (0.116, -2.669, 0.893)
O (-2.375, 0.756, -0.589)
H (-3.164, 0.250, -0.355)
H (-2.533, 1.639, -0.225)
O (0.378, 0.057, -0.061)
H (-0.508, 0.204, -0.432)
H (0.487, 0.765, 0.586)
O (-0.545, 3.143, -0.613)
H (-0.553, 2.446, -1.282)
H (0.331, 3.541, -0.691)
O (2.911, 1.054, -2.208)
H (2.244, 1.336, -2.841)
H (2.613, 1.414, -1.357)
O (2.198, -2.187, -2.518)
H (1.614, -1.604, -2.022)
H (2.899, -2.397, -1.892)
O (-1.637, 3.388, 2.038)
H (-1.203, 4.220, 2.253)
H (-1.255, 3.124, 1.183)
O (-1.434, -1.665, 1.401)
H (-0.859, -1.033, 1.879)
H (-2.036, -2.012, 2.073)
O (0.026, 0.048, 3.199)
H (-0.183, -0.698, 3.777)
H (0.537, 0.655, 3.746)
O (-1.790, -0.951, -3.006)
H (-2.660, -1.282, -2.748)
H (-1.694, -0.128, -2.514)

**Kohn-Sham gap**: 0.3383 Ha
**Total charge**: 0
**E_HOMO**: -9.7 eV
**LUMO level**: -0.5 eV
**ΔE to the lowest compared entry with this formula, charge and spin**: 42.1 kcal per mole

This record from the Open Molecules 2025 dataset describes a structure of composition C22H19N4ORuS in a non-equilibrium geometry. The level of theory is ωB97M-V/def2-TZVPD.

Cartesian coordinates (Å):
Ru (0.263, -0.175, -0.028)
C (-1.868, -0.296, 2.753)
C (-0.425, -0.141, 3.081)
C (-0.067, -0.070, 4.428)
C (1.282, 0.017, 4.798)
C (2.224, 0.061, 3.812)
C (1.823, 0.069, 2.442)
N (0.480, -0.082, 2.094)
C (2.732, 0.260, 1.393)
C (4.138, 0.411, 1.531)
C (4.942, 0.397, 0.426)
C (4.364, 0.243, -0.851)
C (2.981, 0.178, -0.963)
N (2.178, 0.230, 0.119)
C (2.245, 0.072, -2.213)
C (2.855, 0.154, -3.462)
C (2.080, 0.113, -4.605)
C (0.709, -0.019, -4.461)
C (0.144, -0.118, -3.192)
C (-1.334, -0.239, -3.058)
N (0.897, -0.076, -2.082)
H (-2.451, -0.456, 3.656)
H (-1.997, -1.154, 2.093)
H (-2.242, 0.611, 2.273)
H (-0.835, -0.104, 5.181)
H (1.557, 0.050, 5.839)
H (3.271, 0.111, 4.054)
H (4.571, 0.506, 2.511)
H (6.012, 0.482, 0.517)
H (5.003, 0.170, -1.714)
H (3.921, 0.271, -3.536)
H (2.531, 0.201, -5.580)
H (0.067, -0.036, -5.325)
H (-1.804, -0.262, -4.037)
H (-1.719, 0.626, -2.513)
H (-1.588, -1.158, -2.529)
O (-1.528, -1.142, -0.169)
N (-2.729, -0.603, -0.209)
C (-3.788, -1.435, -0.231)
C (-5.072, -0.948, -0.267)
C (-5.274, 0.432, -0.288)
C (-4.178, 1.274, -0.263)
C (-2.884, 0.748, -0.208)
S (-1.479, 1.769, -0.117)
H (-3.545, -2.488, -0.207)
H (-5.901, -1.640, -0.287)
H (-6.271, 0.842, -0.321)
H (-4.294, 2.345, -0.285)

**Kohn-Sham gap (spin up / spin down)**: 0.2312 / 0.2449 Ha
**Total charge**: +2
**E_HOMO (spin up / spin down)**: -14.3 / -14.3 eV
**LUMO level (spin up / spin down)**: -8.0 / -7.7 eV
**Multiplicity**: 2
**ΔE to the lowest compared entry with this formula, charge and spin**: 25.0 kcal per mole
**<S²>**: 0.78

This record from the Open Molecules 2025 dataset describes a structure of composition C38H57CrN7SSi. The level of theory is ωB97M-V/def2-TZVPD.

Cartesian coordinates (Å):
Cr (-0.152, -0.145, -0.219)
C (0.528, -1.147, 4.914)
N (-0.287, -1.053, 3.719)
C (-0.596, -2.300, 3.049)
C (-0.678, 0.138, 3.190)
N (-0.773, 0.295, 1.892)
C (-1.728, 1.159, 1.313)
C (-2.938, 1.465, 1.794)
C (-3.948, 2.103, 0.913)
C (-3.946, 2.505, -1.273)
C (-2.755, 2.106, -2.048)
C (-2.073, 1.019, -1.291)
N (-1.030, 0.284, -2.056)
C (-1.205, -0.024, -3.301)
N (-2.440, -0.047, -3.912)
C (-3.482, -0.958, -3.477)
C (-2.633, 0.526, -5.226)
N (-0.133, -0.257, -4.125)
C (-0.165, -1.424, -4.992)
C (1.186, 0.073, -3.643)
N (-0.912, 1.125, 4.116)
C (-1.649, 0.839, 5.333)
C (-0.794, 2.537, 3.823)
H (1.439, -1.708, 4.688)
H (-0.001, -1.663, 5.721)
H (0.811, -0.155, 5.255)
H (0.220, -3.006, 3.199)
H (-0.725, -2.132, 1.987)
H (-1.520, -2.743, 3.435)
H (-3.248, 1.087, 2.763)
H (-4.852, 2.331, 1.478)
H (-4.750, 2.953, -1.857)
H (-2.238, 2.742, -2.753)
H (-3.147, -1.527, -2.616)
H (-3.712, -1.651, -4.297)
H (-4.393, -0.422, -3.203)
H (-1.871, 1.276, -5.422)
H (-3.613, 1.007, -5.250)
H (-2.609, -0.221, -6.030)
H (-1.183, -1.664, -5.280)
H (0.262, -2.297, -4.483)
H (0.418, -1.232, -5.893)
H (1.161, 1.023, -3.117)
H (1.867, 0.147, -4.493)
H (1.572, -0.686, -2.954)
H (-1.837, -0.226, 5.425)
H (-2.612, 1.359, 5.309)
H (-1.098, 1.180, 6.214)
H (-0.165, 2.692, 2.954)
H (-0.331, 3.026, 4.684)
H (-1.768, 2.995, 3.626)
S (-4.249, -1.948, 0.614)
C (-3.140, -3.306, 0.632)
C (-3.363, -4.584, 1.100)
C (-2.333, -5.520, 1.030)
C (-1.109, -5.159, 0.479)
C (-0.886, -3.871, 0.009)
C (-1.894, -2.913, 0.106)
N (-1.784, -1.589, -0.244)
C (-3.015, -0.963, -0.194)
C (-3.238, 0.254, -0.720)
C (-4.288, 1.261, -0.393)
C (-3.559, 3.336, 0.018)
C (-2.152, 3.857, 0.020)
C (-1.077, 3.072, -0.082)
C (-1.249, 1.583, -0.059)
H (-4.325, -4.859, 1.513)
H (-2.494, -6.528, 1.386)
H (-0.316, -5.893, 0.406)
H (0.068, -3.609, -0.434)
H (-5.314, 0.890, -0.426)
H (-4.252, 4.162, 0.181)
H (-2.013, 4.933, 0.050)
H (-0.092, 3.517, -0.136)
C (3.338, 1.038, -1.529)
Si (2.395, 0.270, -0.057)
C (2.985, 1.405, 1.413)
C (2.717, 0.781, 2.782)
C (2.174, 2.693, 1.293)
C (4.467, 1.807, 1.368)
C (3.143, -1.515, 0.112)
C (4.652, -1.521, 0.369)
C (2.881, -2.270, -1.197)
C (2.453, -2.302, 1.228)
H (4.372, 1.241, -1.245)
H (2.893, 1.984, -1.841)
H (3.378, 0.390, -2.403)
H (1.725, 0.338, 2.841)
H (2.798, 1.544, 3.568)
H (3.447, 0.002, 3.016)
H (1.108, 2.484, 1.343)
H (2.364, 3.198, 0.342)
H (2.435, 3.394, 2.096)
H (5.145, 0.954, 1.324)
H (4.715, 2.376, 2.272)
H (4.688, 2.452, 0.517)
H (5.199, -0.924, -0.362)
H (5.042, -2.546, 0.315)
H (4.892, -1.139, 1.363)
H (3.412, -1.829, -2.043)
H (1.816, -2.304, -1.452)
H (3.219, -3.309, -1.103)
H (2.608, -1.862, 2.214)
H (2.836, -3.330, 1.259)
H (1.374, -2.371, 1.065)

**Kohn-Sham gap (spin up / spin down)**: 0.2263 / 0.2439 Ha
**Total charge**: 0
**E_HOMO (spin up / spin down)**: -6.0 / -6.0 eV
**LUMO level (spin up / spin down)**: 0.1 / 0.6 eV
**Multiplicity**: 5
**<S²>**: 6.26

This record from the Open Molecules 2025 dataset describes an isolated molecule of C5H6S in a non-equilibrium geometry. The level of theory is ωB97M-V/def2-TZVPD.

Cartesian coordinates (Å):
S (-2.197, -1.621, 0.976)
C (-0.918, -0.829, 0.495)
C (0.294, -0.486, 1.227)
C (1.239, 0.164, 0.484)
C (0.620, 0.627, -0.706)
C (-0.819, 0.090, -0.711)
H (0.321, -0.862, 2.229)
H (2.270, 0.368, 0.600)
H (0.651, 1.722, -0.719)
H (1.310, 0.359, -1.638)
H (-1.185, -0.327, -1.630)
H (-1.587, 0.795, -0.606)

**Kohn-Sham gap**: 0.2980 Ha
**Total charge**: 0
**E_HOMO**: -8.4 eV
**LUMO level**: -0.3 eV
**ΔE to the lowest compared entry with this formula, charge and spin**: 15.1 kcal per mole

This record from the Open Molecules 2025 dataset describes the ion C3H7NO2 with charge +1 in a non-equilibrium geometry. The level of theory is ωB97M-V/def2-TZVPD.

Cartesian coordinates (Å):
O (-0.424, 1.793, -0.948)
C (0.184, 0.740, -1.173)
C (-0.039, -0.600, -0.304)
C (-1.075, -0.443, 0.780)
O (-0.481, 0.777, 1.506)
N (1.395, -0.691, 0.269)
H (0.831, 0.617, -2.025)
H (-0.421, -1.292, -1.098)
H (-2.109, -0.579, 0.499)
H (-0.844, -1.441, 1.500)
H (-0.317, 1.453, 0.693)
H (1.461, 0.137, 0.880)
H (1.838, -0.469, -0.579)

**Kohn-Sham gap (spin up / spin down)**: 0.3567 / 0.2152 Ha
**Total charge**: +1
**E_HOMO (spin up / spin down)**: -15.8 / -15.7 eV
**LUMO level (spin up / spin down)**: -6.1 / -9.8 eV
**Multiplicity**: 2
**ΔE to the lowest compared entry with this formula, charge and spin**: 92.3 kcal per mole
**<S²>**: 0.77